The following is a quantum chemistry calculation of C4H7LiO2Tl as an isolated structure in a non-equilibrium geometry, from OMol25.

As for the expectation value of S²: 0.76. The orbital gap (alpha / beta) comes out at 5.84 / 9.46 eV. Its HOMO energy (alpha / beta) is -0.587 / -0.721 Eh. The value obtained for the energy above the lowest of the compared OMol25 structures with the same formula, charge and spin is 20.8 kcal/mol. As for the multiplicity: 2. Its total charge is +2.

Each line ends with the Löwdin spin population.
Atoms and positions in Å:
H  -0.712825  -0.978333  -3.484889  0.000
C  -0.375095  0.832733  -0.165182  0.118
C  -0.960373  0.017384  0.962944  0.097
C  0.340540  -0.059988  1.660357  0.552
C  1.552666  -0.412965  0.867863  0.091
O  1.133171  -0.429949  -0.450796  0.008
O  -0.800829  0.654333  -1.390328  0.034
Li  -1.987472  0.362949  -2.780427  0.001
Tl  0.377055  -0.784381  -2.142593  0.008
H  -0.183063  1.893192  0.064494  0.008
H  -1.728124  0.558650  1.529395  -0.001
H  -1.344003  -0.942155  0.583556  0.021
H  0.460076  0.337757  2.668222  0.021
H  1.900509  -1.426192  1.149521  0.023
H  2.327764  0.376960  0.927868  0.019

Forces on the atoms, in the same order (eV/Å):
H 1.440 -0.475 0.357
C -3.409 0.955 0.520
C 1.295 0.203 -0.955
C 0.565 0.025 1.518
C 0.723 -0.797 1.777
O 0.090 1.700 0.508
O -2.051 2.300 0.445
Li -0.919 0.788 0.052
Tl 0.693 -3.928 -4.566
H 1.013 -0.545 0.037
H 0.265 -0.003 -0.161
H -0.051 0.164 0.186
H 0.041 -0.234 -0.201
H 0.367 0.571 0.068
H -0.060 -0.724 0.414



The following is a quantum chemistry calculation of C25H24Cl6GeN4O3STi as an isolated structure in a non-equilibrium geometry, from OMol25.

The orbital gap comes out at 7.17 eV. Its HOMO energy is -0.499 Eh. The value obtained for the energy above the lowest of the compared OMol25 structures with the same formula, charge and spin is 36.9 kcal/mol. As for the multiplicity: 1. Its total charge is +2.

Each line ends with the natural charge from an NBO analysis.
Atoms and positions in Å:
Ti  -1.617402  -0.185208  0.414771  1.160
O  0.571363  0.465836  0.802207  -0.956
S  0.156043  1.882310  0.643252  2.306
O  -0.128465  2.576476  1.857331  -0.876
N  -1.144439  1.593701  -0.250535  -0.921
C  -2.171409  2.510748  -0.527410  0.083
C  -2.121411  3.579208  -1.381852  -0.175
C  -3.287441  4.336521  -1.614474  -0.188
C  -4.465670  4.043104  -0.986925  -0.144
C  -4.533072  2.981791  -0.054081  -0.106
C  -5.663252  2.639845  0.714494  -0.065
C  -5.567834  1.628332  1.635953  -0.257
C  -4.370938  0.917345  1.765388  0.137
N  -3.305442  1.165198  1.024526  -0.499
C  -3.373117  2.209713  0.150387  0.228
C  1.407564  2.659432  -0.325501  -0.285
C  1.492929  2.259770  -1.655194  -0.233
C  2.506971  2.775214  -2.443991  -0.202
C  3.423439  3.666817  -1.895689  -0.163
C  3.328462  4.047452  -0.563979  -0.195
C  2.312935  3.543430  0.235351  -0.176
H  -1.199360  3.832248  -1.889554  0.235
H  -3.241621  5.164811  -2.307728  0.242
H  -5.354166  4.625525  -1.191645  0.239
H  -6.586503  3.191894  0.592979  0.244
H  -6.407871  1.360100  2.259613  0.252
H  -4.296488  0.112394  2.483865  0.226
H  0.764941  1.557621  -2.047477  0.233
H  2.573411  2.493373  -3.486421  0.231
H  4.218039  4.060441  -2.515069  0.239
H  4.042605  4.744676  -0.148864  0.244
H  2.228679  3.823776  1.277257  0.253
Cl  -0.721666  -4.649535  5.789765  0.088
C  -0.690234  -3.827067  4.289078  -0.032
C  -1.010575  -2.480979  4.228442  -0.249
C  -0.999542  -1.850921  3.003196  0.006
Cl  -1.406906  -0.165602  2.893643  0.222
C  -0.638448  -2.477714  1.803042  0.227
O  -0.627200  -1.783287  0.645051  -0.729
C  -0.291620  -3.832775  1.923233  -0.068
Cl  0.233714  -4.712489  0.537925  0.070
C  -0.342485  -4.503967  3.132160  -0.217
H  -1.264012  -1.927350  5.121837  0.261
H  -0.106088  -5.557983  3.171942  0.261
Cl  -3.378357  -1.557762  0.488685  -0.241
Ge  -0.622245  -2.823911  -1.592533  1.019
Cl  -1.495995  -0.612974  -1.914855  -0.303
Cl  -2.457077  -3.902437  -1.554351  -0.440
N  4.208618  -3.170920  -1.801037  -0.493
C  3.613948  -3.390434  -0.441825  -0.237
C  3.116112  -2.056323  0.096654  -0.246
N  2.130424  -1.527788  -0.833327  -0.639
C  2.742145  -1.217530  -2.115195  -0.249
C  3.229449  -2.523306  -2.732592  -0.235
H  4.524442  -4.060994  -2.188280  0.446
H  5.026072  -2.562606  -1.709197  0.434
H  4.361691  -3.837357  0.210842  0.244
H  2.768333  -4.064057  -0.550015  0.235
H  3.970400  -1.375931  0.246192  0.184
H  2.645647  -2.217665  1.066292  0.246
H  1.649699  -0.730932  -0.430652  0.420
H  3.577090  -0.503524  -2.033077  0.189
H  1.983863  -0.795905  -2.775722  0.238
H  3.699773  -2.366607  -3.701458  0.243
H  2.379570  -3.195247  -2.844836  0.233

Forces on the atoms, in the same order (eV/Å):
Ti -1.095 -0.118 -0.120
O -0.286 -0.001 -0.153
S 0.496 0.191 0.169
O 0.322 0.452 -0.209
N 0.485 0.760 0.095
C -0.439 0.536 -0.077
C 0.202 -0.296 0.052
C -0.146 0.114 0.000
C 0.015 0.088 -0.060
C 0.231 -0.223 0.067
C 0.019 -0.009 0.053
C -0.036 0.125 0.002
C 0.040 0.008 0.052
N -0.086 0.231 -0.148
C 0.138 0.214 0.032
C -0.368 -0.153 -0.065
C 0.007 -0.029 -0.032
C -0.068 -0.046 0.011
C 0.000 -0.041 0.018
C 0.036 0.011 -0.076
C -0.084 0.059 0.252
H 0.001 -0.012 -0.016
H 0.001 -0.004 -0.004
H -0.004 0.019 0.040
H -0.009 -0.001 -0.017
H 0.014 -0.001 0.022
H 0.006 -0.064 -0.077
H -0.001 0.066 -0.093
H 0.028 0.011 -0.006
H -0.010 0.055 0.012
H 0.001 -0.005 0.024
H -0.040 0.041 -0.015
Cl -0.003 -0.069 0.128
C -0.021 0.092 -0.215
C -0.081 0.200 0.088
C 0.314 -0.456 -0.307
Cl -0.112 0.059 0.576
C 0.005 -0.335 0.420
O 0.675 -1.170 0.218
C -0.166 0.566 0.130
Cl 0.124 -0.189 -0.235
C 0.042 -0.039 0.041
H -0.042 -0.048 0.022
H 0.042 0.007 -0.011
Cl -0.418 -0.246 0.056
Ge 0.430 -0.211 0.005
Cl -0.044 0.027 -0.609
Cl -0.325 -0.225 -0.069
N -0.026 -0.107 -0.038
C -0.201 0.243 0.559
C -0.113 -0.046 -0.171
N 0.318 0.092 0.012
C -0.122 -0.264 0.165
C -0.371 0.445 -0.187
H 0.100 0.032 -0.022
H 0.070 -0.084 -0.033
H 0.087 -0.017 -0.136
H 0.051 -0.122 -0.138
H -0.006 0.000 0.037
H 0.059 -0.056 0.011
H 0.038 0.062 0.017
H -0.036 0.044 -0.062
H 0.103 0.057 -0.078
H 0.135 -0.074 0.065
H 0.128 -0.147 0.030



no.,M (g mol⁻¹)
1,298.42
2,793.75